Entry from OMol25: a 14-piece molecular cluster, C56H154N14O14 overall (the ωB97M-V functional and the def2-TZVPD basis).

```
238
Properties=species:S:1:pos:R:3:lowdin_charge:R:1
C 1.410 -5.655 -0.822 -0.062
C 0.416 -4.595 -1.015 -0.441
C -0.881 -4.973 -1.804 -0.172
O -1.736 -3.851 -2.073 -0.196
C -2.991 -4.287 -2.613 -0.095
N -0.017 -4.136 0.301 0.067
H 1.703 -6.024 -1.805 0.081
H 0.889 -6.452 -0.291 0.088
H 2.301 -5.388 -0.254 0.076
H 0.932 -3.771 -1.507 0.107
H -1.449 -5.676 -1.195 0.122
H -0.651 -5.505 -2.727 0.121
H -3.568 -4.738 -1.806 0.080
H -2.958 -5.071 -3.370 0.087
H -3.518 -3.398 -2.959 0.071
H 0.675 -3.476 0.627 0.069
H -0.798 -3.522 0.121 0.053
C -2.163 6.616 -3.058 -0.055
C -2.416 6.235 -1.639 -0.457
C -2.939 4.836 -1.392 -0.198
O -4.219 4.653 -1.980 -0.161
C -4.703 3.287 -2.002 -0.078
N -1.212 6.333 -0.874 0.045
H -1.562 5.893 -3.610 0.058
H -1.622 7.561 -3.105 0.079
H -3.029 6.790 -3.697 0.085
H -3.211 6.906 -1.312 0.140
H -2.963 4.676 -0.314 0.109
H -2.177 4.234 -1.888 0.098
H -4.061 2.561 -2.499 0.061
H -5.605 3.156 -2.599 0.076
H -4.894 2.942 -0.986 0.078
H -0.828 7.254 -1.028 0.092
H -1.451 6.283 0.107 0.028
C -1.107 -0.559 0.648 -0.026
C -0.490 0.873 0.339 -0.384
C 0.945 0.829 -0.172 -0.183
O 1.545 -0.300 0.473 -0.206
C 2.833 -0.594 -0.073 -0.084
N -1.368 1.540 -0.624 0.058
H -0.550 -0.990 1.480 0.054
H -1.058 -1.245 -0.197 0.068
H -2.163 -0.419 0.877 0.068
H -0.485 1.491 1.237 0.114
H 1.454 1.774 0.020 0.113
H 0.945 0.613 -1.240 0.113
H 3.004 -1.639 0.188 0.076
H 3.587 0.044 0.389 0.079
H 2.968 -0.490 -1.149 0.069
H -0.766 2.265 -0.988 0.016
H -1.532 0.942 -1.421 0.068
C 2.540 0.317 -4.349 -0.062
C 1.136 0.547 -5.009 -0.433
C 0.546 1.843 -4.521 -0.238
O -0.776 1.698 -4.894 -0.170
C -1.663 2.619 -4.267 -0.082
N 1.455 0.513 -6.401 0.046
H 2.999 -0.643 -4.587 0.064
H 2.446 0.309 -3.263 0.050
H 3.283 1.065 -4.626 0.074
H 0.571 -0.317 -4.658 0.124
H 1.054 2.644 -5.059 0.126
H 0.675 1.976 -3.447 0.109
H -2.621 2.511 -4.774 0.088
H -1.463 3.666 -4.493 0.078
H -1.726 2.426 -3.196 0.057
H 0.702 0.959 -6.905 0.073
H 2.245 1.136 -6.492 0.066
C -7.520 0.842 -4.569 -0.060
C -6.152 0.176 -4.740 -0.454
C -5.779 -0.722 -3.590 -0.191
O -5.735 -0.036 -2.293 -0.200
C -5.160 -0.907 -1.332 -0.109
N -6.140 -0.481 -6.034 0.052
H -8.377 0.176 -4.666 0.073
H -7.717 1.557 -5.368 0.077
H -7.705 1.270 -3.584 0.066
H -5.390 0.948 -4.634 0.133
H -4.763 -1.070 -3.780 0.115
H -6.458 -1.568 -3.491 0.126
H -5.214 -0.439 -0.349 0.079
H -4.194 -1.296 -1.654 0.070
H -5.676 -1.862 -1.423 0.078
H -6.713 -1.305 -5.922 0.072
H -5.215 -0.806 -6.277 0.072
C 0.976 -4.073 5.203 -0.057
C 1.104 -4.122 3.682 -0.433
C 2.564 -4.444 3.145 -0.137
O 3.529 -3.382 3.389 -0.183
C 3.097 -2.061 2.983 -0.084
N 0.126 -5.110 3.269 0.028
H -0.076 -4.033 5.483 0.068
H 1.415 -3.188 5.663 0.067
H 1.477 -4.941 5.631 0.078
H 0.757 -3.153 3.322 0.113
H 2.464 -4.605 2.072 0.094
H 2.909 -5.328 3.680 0.121
H 2.504 -2.064 2.068 0.050
H 3.870 -1.342 2.714 0.071
H 2.455 -1.607 3.737 0.074
H -0.029 -5.043 2.274 0.028
H 0.517 -6.030 3.414 0.084
C 6.686 -5.151 1.005 -0.045
C 8.118 -5.163 0.515 -0.450
C 8.539 -6.437 -0.090 -0.195
O 8.421 -7.475 0.900 -0.183
C 8.009 -8.693 0.408 -0.136
N 8.203 -4.031 -0.409 0.041
H 6.420 -6.001 1.633 0.083
H 6.053 -5.218 0.121 0.066
H 6.521 -4.207 1.525 0.079
H 8.714 -5.000 1.412 0.138
H 9.550 -6.380 -0.492 0.129
H 7.902 -6.699 -0.936 0.119
H 7.880 -9.409 1.219 0.090
H 8.749 -9.107 -0.278 0.088
H 7.047 -8.575 -0.090 0.089
H 8.089 -3.088 -0.066 0.071
H 9.078 -3.986 -0.912 0.078
C 6.622 0.016 1.950 -0.068
C 7.547 0.922 1.094 -0.388
C 6.965 2.096 0.204 -0.172
O 6.059 1.554 -0.743 -0.213
C 5.408 2.528 -1.547 -0.094
N 8.469 1.548 2.057 0.015
H 6.112 0.675 2.653 0.072
H 7.146 -0.772 2.491 0.076
H 5.774 -0.474 1.473 0.044
H 8.078 0.240 0.430 0.124
H 7.730 2.647 -0.342 0.126
H 6.354 2.680 0.892 0.116
H 4.577 2.955 -0.986 0.070
H 4.958 1.978 -2.373 0.079
H 6.080 3.299 -1.924 0.090
H 7.955 2.197 2.635 0.063
H 8.770 0.825 2.695 0.062
C 5.798 -2.342 -2.460 -0.055
C 5.176 -3.756 -2.465 -0.393
C 3.982 -3.783 -3.524 -0.185
O 3.021 -2.852 -3.019 -0.223
C 1.741 -2.894 -3.723 -0.090
N 6.173 -4.804 -2.849 0.048
H 6.329 -2.245 -1.512 0.053
H 5.088 -1.517 -2.396 0.059
H 6.413 -2.214 -3.350 0.079
H 4.646 -3.906 -1.525 0.116
H 3.551 -4.780 -3.428 0.108
H 4.365 -3.667 -4.537 0.123
H 1.406 -3.926 -3.621 0.069
H 1.790 -2.865 -4.812 0.091
H 1.012 -2.167 -3.364 0.086
H 6.466 -4.390 -3.722 0.055
H 6.946 -4.750 -2.201 0.017
C -1.569 -0.157 6.741 -0.045
C -1.161 0.119 5.286 -0.441
C 0.285 0.565 5.217 -0.181
O 0.499 1.249 3.981 -0.214
C 1.779 1.833 3.688 -0.081
N -1.545 -1.024 4.494 0.065
H -0.799 -0.852 7.076 0.080
H -2.513 -0.669 6.930 0.074
H -1.653 0.814 7.228 0.077
H -1.733 0.941 4.856 0.120
H 0.942 -0.299 5.318 0.116
H 0.542 1.275 6.003 0.127
H 2.640 1.356 4.155 0.082
H 1.803 2.808 4.174 0.069
H 1.908 1.919 2.609 0.080
H -1.170 -0.863 3.570 0.057
H -2.539 -1.018 4.314 0.019
C 0.195 5.447 2.814 -0.041
C -1.187 4.892 2.350 -0.346
C -2.001 4.047 3.423 -0.168
O -3.319 3.737 2.968 -0.183
C -3.320 2.581 2.124 -0.095
N -1.944 6.145 2.002 0.013
H 0.816 4.622 3.162 0.050
H 0.143 6.133 3.660 0.077
H 0.721 5.951 2.003 0.065
H -1.150 4.316 1.425 0.110
H -2.076 4.572 4.375 0.127
H -1.448 3.115 3.537 0.093
H -4.346 2.245 1.976 0.081
H -2.714 1.741 2.466 0.075
H -2.924 2.815 1.136 0.048
H -2.014 6.792 2.774 0.080
H -2.875 5.876 1.716 0.067
C 1.467 5.344 -3.299 -0.055
C 1.895 4.694 -1.954 -0.362
C 2.517 5.625 -0.872 -0.169
O 2.939 4.914 0.308 -0.214
C 3.924 5.532 1.127 -0.115
N 0.607 4.150 -1.472 0.041
H 2.304 5.691 -3.905 0.075
H 0.730 6.147 -3.327 0.058
H 0.941 4.588 -3.882 0.045
H 2.557 3.890 -2.274 0.120
H 1.810 6.426 -0.655 0.118
H 3.398 5.985 -1.403 0.118
H 3.799 6.595 1.332 0.084
H 4.915 5.431 0.684 0.075
H 3.998 5.033 2.093 0.082
H 0.667 3.713 -0.564 0.043
H -0.057 4.901 -1.343 0.009
C -3.466 -4.678 2.062 -0.071
C -3.114 -3.418 2.761 -0.482
C -4.357 -2.512 2.997 -0.133
O -4.006 -1.283 3.651 -0.259
C -5.041 -0.496 4.199 -0.071
N -2.582 -3.852 3.990 0.052
H -3.948 -4.381 1.131 0.068
H -4.210 -5.217 2.648 0.086
H -2.601 -5.314 1.870 0.074
H -2.330 -2.853 2.255 0.120
H -5.136 -3.034 3.553 0.128
H -4.923 -2.223 2.111 0.116
H -4.726 0.500 4.511 0.098
H -5.571 -1.056 4.970 0.094
H -5.807 -0.407 3.429 0.058
H -2.443 -2.959 4.440 0.035
H -1.672 -4.229 3.767 0.025
C -7.627 0.767 1.343 -0.057
C -8.387 2.114 1.528 -0.394
C -8.671 2.787 0.141 -0.216
O -9.015 4.140 0.312 -0.184
C -8.950 4.914 -0.885 -0.099
N -9.645 1.903 2.250 0.030
H -8.161 0.169 0.604 0.079
H -7.560 0.159 2.245 0.059
H -6.625 1.019 0.996 0.054
H -7.779 2.795 2.123 0.133
H -9.431 2.280 -0.453 0.124
H -7.791 2.725 -0.499 0.103
H -7.975 4.857 -1.370 0.082
H -9.107 5.940 -0.554 0.085
H -9.752 4.799 -1.614 0.083
H -10.229 2.718 2.133 0.063
H -10.154 1.160 1.793 0.063
```

The energy relative to the best compared isomer or geometry (same formula, charge and spin) is 484.7 kJ/mol. Its energy is -110085.575 eV. Its charge is 0. As for the HOMO-LUMO gap: 8.8 eV. The LUMO energy is 0.46 eV. As for the highest occupied orbital energy: -0.30550 Eh.